# C16H12Cl5N3O4Pd

C16H12Cl5N3O4Pd as an isolated structure at a distorted geometry (ωB97M-V/def2-TZVPD, the Open Molecules 2025 dataset).

Structure (ORCA input):
```
! RIJCOSX wB97M-V def2-TZVPD def2/J DEFGRID3
* xyz -2 1
Pd 0.015 -0.176 -0.370
Cl -2.991 1.635 1.199
C -1.726 1.002 2.203
C -0.727 0.246 1.589
C 0.263 -0.227 2.474
Cl 1.548 -1.121 1.745
C 0.258 0.013 3.834
Cl 1.483 -0.624 4.876
C -0.780 0.754 4.392
Cl -0.842 1.024 6.099
C -1.782 1.249 3.567
Cl -3.094 2.134 4.283
O 3.344 5.173 -1.435
C 2.817 4.695 -2.485
O 2.885 5.184 -3.614
C 2.040 3.409 -2.328
C 1.427 2.722 -3.356
N 0.831 1.637 -2.818
N 1.038 1.572 -1.514
C 1.759 2.628 -1.173
C 2.152 2.757 0.256
O 2.851 3.812 0.590
O 1.837 1.890 1.049
H 3.079 4.436 -0.281
H 1.386 2.966 -4.398
H 0.348 0.861 -3.261
C -0.348 -3.943 0.204
C -1.204 -3.119 -0.768
C -2.461 -2.619 -0.047
C -1.558 -3.993 -1.978
C -0.421 -1.942 -1.252
N 0.207 -1.496 -2.163
H -0.948 -4.747 0.633
H 0.031 -3.311 1.005
H 0.499 -4.394 -0.313
H -2.947 -3.434 0.492
H -3.174 -2.195 -0.753
H -2.175 -1.830 0.657
H -2.152 -4.855 -1.673
H -0.644 -4.350 -2.449
H -2.121 -3.421 -2.713
*
```

- Frontier orbital gap: 5.577 eV
- Largest force on an atom: 1.312 eV/A
- Energy relative to the best compared isomer or geometry (same formula, charge and spin): 17.4 kcal/mol

---

# C16H12F5MnN4OSTe

C16H12F5MnN4OSTe as an isolated structure at a distorted geometry (ωB97M-V/def2-TZVPD, the Open Molecules 2025 dataset).

Structure (ORCA input):
```
! RIJCOSX wB97M-V def2-TZVPD def2/J DEFGRID3
* xyz -1 2
Mn -0.885 0.913 0.351
N 2.732 -0.180 1.669
C 3.174 0.017 0.380
C 4.426 0.196 -0.176
C 4.485 0.398 -1.547
C 3.344 0.425 -2.344
C 2.086 0.223 -1.809
C 2.019 -0.006 -0.435
N 0.917 -0.177 0.345
C 1.357 -0.231 1.612
C 0.387 -0.346 2.636
C 0.504 -0.586 3.993
S -1.065 -0.591 4.735
C -1.767 -0.291 3.178
N -0.915 -0.183 2.206
H 3.252 0.071 2.493
H 5.316 0.226 0.432
H 5.445 0.567 -2.009
H 3.438 0.630 -3.398
H 1.176 0.254 -2.393
H 1.387 -0.753 4.570
H -2.828 -0.208 3.042
N -2.212 0.111 -0.321
C -3.037 -0.754 -0.857
C -2.542 -1.891 -1.561
C -3.403 -2.847 -2.035
C -4.779 -2.720 -1.855
C -5.286 -1.597 -1.210
C -4.447 -0.625 -0.727
H -1.470 -1.971 -1.683
H -3.007 -3.716 -2.548
H -5.442 -3.492 -2.214
H -6.354 -1.496 -1.079
H -4.822 0.249 -0.219
F 2.297 2.647 1.611
Te 1.337 2.546 -0.374
F -0.174 2.281 1.373
F 3.375 3.182 -0.630
F 1.468 3.372 -2.201
F 0.885 4.368 0.070
O -0.373 1.982 -1.066
*
```

- Frontier orbital gap (spin up / spin down): 5.332 / 5.539 eV
- Largest force on an atom: 7.752 eV/A